A cluster of 2 separate species, C2H7NO4 in total in a non-equilibrium geometry, computed with ωB97M-V/def2-TZVPD.

CARTESIAN COORDINATES (ANGSTROEM)
1 O -1.3660 0.3991 0.4782
2 O -1.2797 -1.7141 -0.3929
3 O -0.6883 0.9404 -1.6530
4 O 0.4384 -0.7355 -0.4742
5 N 0.4738 1.7166 0.1652
6 C 1.1386 -1.1176 0.6801
7 C -0.3983 0.7056 -0.3262
8 H 1.8887 -0.3404 0.8882
9 H -1.9463 -1.3224 0.1967
10 H -1.2086 0.1811 -1.9575
11 H 0.4703 -1.2008 1.5406
12 H 1.6537 -2.0535 0.4662
13 H 0.7487 2.3504 -0.5738
14 H 0.0750 2.1909 0.9625

Output
**LUMO level (spin up / spin down)**: -1.69 / -2.38 eV
**Kohn-Sham gap (spin up / spin down)**: 7.8 / 7.4 eV
**F_max**: 4.067 eV/A


A cluster of 2 separate species, C2H7NO4S in total in a non-equilibrium geometry, computed with ωB97M-V/def2-TZVPD.

CARTESIAN COORDINATES (ANGSTROEM)
1 S -2.1404 0.1252 -0.1885
2 O -1.7517 -1.2605 -0.3536
3 O -3.7624 -0.0503 0.0855
4 O 0.0299 0.9579 -0.2476
5 O -1.8022 0.5290 1.3376
6 N 0.8513 -1.0400 -0.9076
7 C 2.4029 0.6583 0.0030
8 C 1.0461 0.2350 -0.4676
9 H 1.6580 -1.6490 -1.0424
10 H 2.1183 1.1948 0.9470
11 H 2.9592 1.2495 -0.8108
12 H -3.7402 -0.5674 0.9679
13 H 3.1325 -0.0816 0.4166
14 H -0.9623 1.0839 1.3772
15 H -0.0389 -1.3849 -1.1165

Output
**LUMO level**: 0.60 eV
**Kohn-Sham gap**: 10.3 eV
**F_max**: 3.649 eV/A